C47H41FeN3O6S2 | ωB97M-V with the def2-TZVPD basis set

```
100
Properties=species:S:1:pos:R:3
Fe 0.4067 1.0415 -2.1353
C 0.3162 -7.2299 0.3793
C 0.3408 -5.7611 0.0433
C 1.2176 -5.2507 -0.9041
C 1.2378 -3.8908 -1.1941
C 0.3890 -3.0273 -0.5257
C -0.5134 -3.5286 0.4039
C -0.5325 -4.8799 0.6864
S 0.3614 -1.2124 -0.9184
O -1.1170 -1.0310 -0.9089
C 0.9753 -0.8352 0.7418
C 2.2500 -1.3717 0.9131
C 2.8575 -1.4650 2.1453
C 2.0349 -1.3312 3.2899
C 2.4739 -1.7018 4.5788
C 1.5950 -1.7853 5.6321
C 0.2331 -1.5640 5.4086
C -0.1981 -1.1226 4.1751
C 0.6954 -0.8847 3.1176
C 0.2612 -0.2726 1.8412
C -0.7328 0.7805 1.8992
C -0.7963 1.5550 3.1548
C 0.3614 1.8516 3.8980
C 0.3005 2.4655 5.1269
C -0.9404 2.8191 5.6709
C -2.0737 2.6724 4.9112
C -2.0168 2.1112 3.6165
C -3.1144 2.1550 2.7260
C -2.8824 1.8551 1.4093
C -1.7208 1.2182 0.9583
S -1.5760 1.4343 -0.8592
O -1.9636 2.8556 -1.0378
C -3.1288 0.5923 -1.3367
C -3.7493 1.0310 -2.4914
C -4.9441 0.4521 -2.9019
C -5.5479 -0.5466 -2.1520
C -6.8547 -1.1673 -2.5772
C -4.9210 -0.9641 -0.9799
C -3.7196 -0.4084 -0.5776
H 1.0175 -7.7843 -0.2447
H -0.6823 -7.6467 0.2307
H 0.5859 -7.3887 1.4258
H 1.8856 -5.9255 -1.4296
H 1.9104 -3.4965 -1.9487
H -1.1936 -2.8438 0.8970
H -1.2346 -5.2716 1.4152
H 2.7680 -1.7492 0.0355
H 3.8831 -1.8023 2.2461
H 3.5231 -1.9462 4.7127
H 1.9509 -2.0492 6.6220
H -0.4815 -1.7142 6.2090
H -1.2515 -0.9190 4.0320
H 1.3291 1.5855 3.4935
H 1.2122 2.6696 5.6759
H -0.9990 3.2526 6.6634
H -3.0340 3.0194 5.2796
H -4.0645 2.5666 3.0458
H -3.6308 2.1142 0.6712
H -3.3060 1.8204 -3.0811
H -5.3995 0.7884 -3.8266
H -7.2658 -0.6521 -3.4455
H -7.5882 -1.1191 -1.7693
H -6.7178 -2.2200 -2.8369
H -5.3813 -1.7377 -0.3728
H -3.2421 -0.7476 0.3302
O 0.1535 3.9138 -4.5763
C -0.0441 3.0205 -3.7556
O 0.4896 2.9453 -2.5943
C -1.0471 1.8751 -4.1173
O -1.8807 2.0505 -4.9996
O -0.9463 0.7896 -3.4247
C 2.7690 -1.1638 -4.6857
C 2.3913 0.3041 -4.3671
C 1.6054 0.8397 -5.5865
C 3.6881 1.1376 -4.2418
N 1.6742 0.3614 -3.1494
H 3.3481 -1.2239 -5.6148
H 1.8546 -1.7490 -4.7965
H 3.3570 -1.5963 -3.8713
H 2.1715 0.6588 -6.5066
H 1.4223 1.9082 -5.4890
H 0.6416 0.3343 -5.6538
H 4.1812 1.2293 -5.2133
H 4.3800 0.6713 -3.5336
H 3.4244 2.1302 -3.8719
N 3.8216 1.7453 0.0420
C 2.9863 1.1012 -0.8134
N 1.7726 1.5742 -0.7784
C 1.7956 2.6183 0.1364
C 0.8125 3.5268 0.5233
C 1.1364 4.4342 1.5156
C 2.4044 4.4750 2.1020
C 3.4120 3.6207 1.6862
C 3.0825 2.7061 0.6955
H 4.7660 1.4809 0.2458
H 3.2832 0.2981 -1.4663
H -0.1563 3.5349 0.0428
H 0.3811 5.1326 1.8539
H 2.6069 5.1950 2.8857
H 4.4039 3.6590 2.1205
```

Summary:
**Lowest unoccupied orbital energy (alpha / beta)**: 3.93 / 3.92 eV
**E_HOMO (alpha / beta)**: -0.47 / -1.78 eV
**Total charge**: -2
**Energy**: -122215.62674 eV
**Frontier orbital gap (alpha / beta)**: 4.397 / 5.709 eV
**Spin multiplicity**: 5

Mulliken population analysis, charges in e, atoms 1 to 8: 0.3323 -1.4650 1.2559 -0.9548 -0.2358 -0.0988 -0.4793 -0.9023